DFT (ωB97M-V with the def2-TZVPD basis set) results for C21H59Fe2N5O15P as an isolated structure in a non-equilibrium geometry.

Positions of all 103 atoms, in Å:
1 Fe 0.556 -1.645 2.557
2 Fe -1.035 1.087 0.292
3 P 0.132 -1.286 0.084
4 O -0.400 -0.483 1.306
5 O 1.436 -1.716 0.766
6 O 0.062 -0.046 -0.843
7 O -0.857 -2.417 -0.131
8 C 4.222 -1.067 -1.100
9 O 4.005 -1.931 0.027
10 H 5.160 -0.527 -0.977
11 H 4.174 -1.592 -2.055
12 H 3.391 -0.359 -1.178
13 H 3.071 -1.784 0.251
14 C -3.304 -4.326 -0.872
15 O -3.376 -2.999 -0.355
16 H -2.912 -4.330 -1.892
17 H -2.708 -4.996 -0.253
18 H -4.302 -4.752 -0.986
19 H -2.436 -2.735 -0.312
20 C -1.990 -4.064 2.832
21 O -0.960 -3.252 2.346
22 H -1.962 -5.052 2.366
23 H -1.885 -4.224 3.905
24 H -2.995 -3.688 2.633
25 H -1.138 -3.085 1.403
26 C 1.212 -4.183 -1.708
27 O -0.027 -4.657 -1.225
28 H 1.726 -4.984 -2.238
29 H 1.074 -3.332 -2.382
30 H 1.844 -3.854 -0.880
31 H -0.482 -3.878 -0.850
32 C 1.719 -0.417 -3.965
33 O 1.506 0.628 -3.041
34 H 2.418 -0.044 -4.715
35 H 2.052 -1.370 -3.553
36 H 0.839 -0.581 -4.594
37 H 0.887 0.379 -2.332
38 C -4.198 0.243 -0.667
39 O -2.887 -0.015 -0.152
40 H -4.140 1.170 -1.232
41 H -4.487 -0.654 -1.212
42 H -4.868 0.387 0.182
43 H -2.857 -0.974 -0.051
44 C 3.488 -0.501 2.910
45 O 2.270 -0.665 3.071
46 N 4.434 -0.801 3.796
47 C 4.121 -1.429 5.034
48 C 5.811 -0.290 3.587
49 H 3.846 -0.034 1.984
50 H 3.052 -1.552 5.189
51 H 4.561 -0.800 5.812
52 H 4.643 -2.384 5.113
53 H 5.999 0.046 2.568
54 H 5.946 0.570 4.242
55 H 6.539 -1.085 3.745
56 C -3.782 -0.310 -4.634
57 O -3.911 0.645 -3.877
58 N -2.831 -1.269 -4.496
59 C -2.684 -2.400 -5.404
60 C -1.954 -1.276 -3.369
61 H -4.327 -0.528 -5.566
62 H -2.569 -3.338 -4.860
63 H -1.886 -2.316 -6.143
64 H -3.603 -2.498 -5.986
65 H -1.966 -0.318 -2.852
66 H -2.130 -2.107 -2.682
67 H -0.942 -1.469 -3.730
68 C -1.270 -0.186 4.874
69 O -0.397 -0.801 4.230
70 N -1.314 1.162 4.861
71 C -2.385 1.772 5.673
72 C -0.387 2.065 4.196
73 H -2.037 -0.589 5.544
74 H -3.200 2.208 5.094
75 H -1.916 2.650 6.123
76 H -2.737 1.154 6.495
77 H 0.376 1.509 3.657
78 H -0.871 2.825 3.579
79 H -0.020 2.716 4.994
80 C -1.905 2.713 -2.357
81 O -1.525 2.367 -1.226
82 N -1.145 3.509 -3.117
83 C -1.644 3.964 -4.413
84 C 0.150 4.014 -2.742
85 H -2.817 2.358 -2.852
86 H -1.078 3.493 -5.219
87 H -1.490 5.040 -4.488
88 H -2.687 3.690 -4.561
89 H 0.034 5.099 -2.763
90 H 0.527 3.664 -1.784
91 H 0.903 3.649 -3.442
92 C 1.615 2.932 0.736
93 O 0.515 2.402 0.732
94 N 1.776 4.258 0.957
95 C 3.058 4.898 0.799
96 C 0.640 5.149 1.186
97 H 2.574 2.438 0.528
98 H 3.435 5.240 1.766
99 H 2.936 5.789 0.184
100 H 3.801 4.211 0.398
101 H 0.488 5.790 0.316
102 H -0.268 4.577 1.359
103 H 0.859 5.789 2.041

Output
**E_LUMO (spin up / spin down)**: -1.97 / -2.07 eV
**Net charge**: +1
**DFT total energy**: -5106.66509 hartree
**Spin multiplicity**: 9
**Highest occupied orbital energy (spin up / spin down)**: -10.6 / -10.5 eV
**Energy above the lowest of the compared OMol25 structures with the same formula, charge and spin**: 0.0 kJ/mol

***

DFT (ωB97M-V with the def2-TZVPD basis set) results for an isolated ion of composition C3H5N2 and charge +1 in a non-equilibrium geometry.

Positions of all 10 atoms, in Å:
1 C 0.572 -1.199 1.080
2 C -0.729 0.614 0.324
3 C 0.683 -0.190 -1.033
4 N 1.248 -0.924 -0.214
5 N -0.414 -0.367 1.201
6 H -0.291 1.644 0.094
7 H -1.832 0.439 0.084
8 H 0.871 0.039 -2.138
9 H 1.910 -1.640 -0.499
10 H -1.095 -0.576 1.895

Output
**E_LUMO (spin up / spin down)**: -4.28 / -7.38 eV
**Net charge**: +1
**DFT total energy**: -226.29262 hartree
**Spin multiplicity**: 3
**Highest occupied orbital energy (spin up / spin down)**: -12.3 / -15.2 eV
**Energy above the lowest of the compared OMol25 structures with the same formula, charge and spin**: 278.0 kJ/mol

***

DFT (ωB97M-V with the def2-TZVPD basis set) results for C13H26N4OPdS as an isolated structure in a non-equilibrium geometry.

Positions of all 46 atoms, in Å:
1 Pd -0.810 -0.606 -0.616
2 N -1.306 -2.104 -2.154
3 C -0.877 -1.598 -3.489
4 C -1.545 -0.266 -3.808
5 N -1.423 0.771 -2.743
6 C -2.681 1.437 -2.356
7 C -3.604 0.517 -1.589
8 N -2.915 0.002 -0.362
9 C -0.274 1.691 -2.814
10 C 1.045 0.974 -2.685
11 N 1.070 0.242 -1.379
12 H -2.306 -2.300 -2.167
13 H -0.851 -2.997 -1.962
14 H 0.206 -1.534 -3.489
15 H -1.149 -2.301 -4.279
16 H -1.108 0.145 -4.723
17 H -2.608 -0.417 -3.990
18 H -2.437 2.318 -1.763
19 H -3.170 1.786 -3.275
20 H -4.500 1.076 -1.315
21 H -3.935 -0.334 -2.183
22 H -2.952 0.707 0.374
23 H -3.438 -0.800 -0.006
24 H -0.337 2.237 -3.765
25 H -0.385 2.425 -2.015
26 H 1.221 0.268 -3.492
27 H 1.850 1.708 -2.733
28 H 1.773 -0.497 -1.408
29 H 1.340 0.870 -0.624
30 C -0.488 -0.817 3.905
31 S 0.331 0.287 2.759
32 O 0.280 -0.414 1.385
33 C 1.989 0.119 3.436
34 C 2.749 -1.004 3.321
35 C 4.021 -1.079 4.030
36 C 4.525 0.013 4.763
37 C 3.743 1.126 4.894
38 C 2.487 1.212 4.192
39 H 0.124 -1.685 4.137
40 H -1.425 -1.116 3.437
41 H -0.703 -0.243 4.809
42 H 2.424 -1.856 2.734
43 H 4.556 -2.024 4.040
44 H 5.501 -0.047 5.228
45 H 4.056 1.958 5.514
46 H 1.936 2.148 4.225

Output
**E_LUMO (spin up / spin down)**: -11.74 / -15.81 eV
**Net charge**: +4
**DFT total energy**: -1329.56543 hartree
**Spin multiplicity**: 5
**Highest occupied orbital energy (spin up / spin down)**: -21.9 / -22.0 eV
**Energy above the lowest of the compared OMol25 structures with the same formula, charge and spin**: 0.0 kJ/mol

***

DFT (ωB97M-V with the def2-TZVPD basis set) results for a 2-piece molecular cluster, C4H10N2O3 overall in a non-equilibrium geometry.

Positions of all 19 atoms, in Å:
1 N -1.530 1.104 0.301
2 C -0.692 0.857 -0.794
3 O -0.431 1.785 -1.580
4 N -1.080 -0.429 -1.386
5 O -0.580 -0.576 -2.697
6 H -1.469 2.061 0.623
7 H -1.448 0.435 1.057
8 H -1.773 -1.056 -0.988
9 H -0.386 0.367 -2.921
10 C 1.465 0.698 1.387
11 C 1.182 -0.172 0.190
12 C 0.552 -1.405 0.294
13 O -0.380 -1.596 1.253
14 H 1.600 1.724 1.035
15 H 2.391 0.415 1.893
16 H 0.654 0.662 2.117
17 H 1.976 -0.164 -0.552
18 H 0.699 -2.219 -0.406
19 H -0.750 -2.490 1.174

Output
**SMILES**: NC(=O)NO.C/C=C\O
**E_LUMO**: 0.17 eV
**Net charge**: 0
**DFT total energy**: -493.51131 hartree
**Highest occupied orbital energy**: -7.8 eV
**Energy above the lowest of the compared OMol25 structures with the same formula, charge and spin**: 456.3 kJ/mol

***

DFT (ωB97M-V with the def2-TZVPD basis set) results for C3H3P3 as an isolated structure in a non-equilibrium geometry.

Positions of all 9 atoms, in Å:
1 C -1.795 -0.151 -0.426
2 C -0.643 -0.149 0.308
3 C -2.958 -0.025 -0.864
4 P 0.730 -1.300 0.598
5 P 0.227 1.453 0.662
6 P 1.743 0.239 -0.435
7 H 0.315 -2.457 -0.274
8 H -0.438 2.292 -0.165
9 H 2.819 0.097 0.596

Output
**E_LUMO**: -1.66 eV
**Net charge**: 0
**DFT total energy**: -1139.94787 hartree
**Highest occupied orbital energy**: -9.3 eV
**Energy above the lowest of the compared OMol25 structures with the same formula, charge and spin**: 372.3 kJ/mol

***

DFT (ωB97M-V with the def2-TZVPD basis set) results for a 2-piece molecular cluster, C2H3O4P overall in a non-equilibrium geometry.

Positions of all 10 atoms, in Å:
1 C -0.824 -1.463 -0.781
2 P -0.400 0.067 0.008
3 O 0.038 1.090 -0.945
4 O -0.564 0.227 1.424
5 H 0.136 -1.906 -0.715
6 H -1.581 -2.005 -0.159
7 H -1.117 -1.043 -1.780
8 O 0.816 2.559 1.355
9 C 1.421 1.685 0.934
10 O 2.075 0.791 0.659

Output
**SMILES**: CP(=O)=O.O=C=O
**E_LUMO**: 0.19 eV
**Net charge**: 0
**DFT total energy**: -720.37740 hartree
**Highest occupied orbital energy**: -11.9 eV
**Energy above the lowest of the compared OMol25 structures with the same formula, charge and spin**: 61.3 kJ/mol

***

> Which value of net charge does entry 6 give?

0

***

> The highest net charge belongs to which entry?

C13H26N4OPdS

***

> Look up the DFT total energy of the second one.

-226.29262 hartree